Entry 1:
Formula: C60H94F3N12O2Si
Source: OMol25
Level of theory: ωB97M-V/def2-TZVPD

Geometry as XYZ:
```
172
Properties=species:S:1:pos:R:3:mulliken_charge:R:1
Si 1.96 -0.47 -7.15 0.145
F 0.93 3.06 6.46 -0.225
F 2.82 1.84 5.54 -0.172
F 1.96 2.38 2.94 -0.264
O 1.23 4.67 0.70 -0.349
O -4.49 0.52 1.54 -0.610
N 3.98 -0.50 17.94 -0.488
N 6.81 -0.92 -5.68 -0.442
N 0.18 1.47 -1.46 -0.962
N -2.18 0.86 1.36 0.600
N -0.77 0.92 -0.71 1.479
N -5.92 2.26 -2.34 -0.494
N -10.01 1.63 -11.25 -0.444
N 4.37 -3.57 14.50 -0.493
N 3.21 -5.25 4.72 -0.424
N -7.14 1.34 -7.79 -0.523
N 5.74 -0.35 11.35 -0.511
N -0.60 6.50 0.16 -0.372
C 0.27 5.71 0.44 0.445
C 3.40 -0.44 -8.44 -0.950
C 1.03 -1.57 -1.07 -0.637
C 4.01 -3.56 15.59 0.320
C -6.63 1.91 -3.18 0.216
C -0.56 2.53 3.87 -0.297
C -1.83 -0.46 1.93 -1.085
C -8.10 4.84 -8.89 -1.343
C 4.68 1.95 10.68 -0.412
C -2.59 -0.80 -9.32 -0.412
C -1.66 -2.04 -9.18 -0.362
C -0.57 -1.68 -0.95 -0.634
C -8.11 1.95 -7.93 0.215
C -9.32 2.76 -8.10 -0.369
C -1.37 -0.34 -1.31 -0.832
C 3.97 0.31 17.12 0.324
C 0.56 3.47 0.32 0.343
C 1.57 -1.75 -2.60 0.017
C 4.03 1.20 8.34 -0.794
C 9.13 -3.36 -6.58 -0.427
C 3.55 -2.91 -3.99 -0.788
C -9.07 2.89 -14.70 -1.099
C 7.51 -1.81 -5.50 0.257
C -9.45 1.23 -12.17 0.294
C 3.17 -2.03 -2.66 -0.733
C -0.25 -1.97 -8.51 -0.291
C 4.24 -2.24 6.13 -0.113
C 5.54 0.04 14.52 -0.979
C 1.57 2.48 5.33 0.088
C 3.98 1.33 16.06 -0.617
C 2.19 -2.09 -6.13 -0.371
C 3.52 -3.55 16.97 -0.246
C 1.03 2.47 4.02 0.405
C 4.49 -1.69 4.74 -1.080
C -1.07 3.41 2.61 -1.018
C 2.03 1.08 -6.00 -0.907
C -7.54 1.44 -4.24 -0.145
C -3.53 1.03 0.87 0.466
C -0.58 2.80 1.21 0.118
C 1.43 -4.92 16.48 -1.151
C 3.55 1.79 9.67 -0.532
C 3.83 -4.58 5.41 0.226
C 5.27 0.66 11.06 0.341
C 0.79 2.63 -0.97 -0.473
C 3.61 -2.00 -5.33 -0.032
C 4.19 0.72 14.67 0.090
C -1.13 1.50 0.54 -0.166
C -0.72 0.70 -8.05 -0.242
C -3.98 1.84 -0.47 -0.530
C 8.18 -3.85 -7.66 -1.108
C -8.99 1.37 -3.76 -0.372
C -9.17 3.81 -9.20 -0.049
C 0.22 -0.56 -7.95 0.534
C 8.41 -2.95 -5.29 -0.390
C 4.64 -3.71 6.27 -0.518
C 2.71 -4.80 17.30 -0.542
C -8.07 1.88 -14.14 -0.433
C -9.20 0.37 -2.64 -1.226
C -8.75 0.75 -13.36 -0.428
C -2.11 0.59 -8.73 -0.437
H -0.80 -2.13 0.08 0.154
H 0.79 -4.05 16.63 0.299
H 3.31 0.42 -9.20 0.349
H 1.65 -5.00 15.41 0.350
H -9.58 3.24 -7.15 0.369
H 5.65 -0.35 13.50 0.183
H 2.22 -2.97 -6.87 0.342
H -2.49 -0.46 -1.11 0.374
H -8.32 5.37 -7.95 0.327
H -8.94 3.32 -10.15 -0.032
H -8.62 0.63 -1.75 0.307
H 4.29 2.44 11.58 0.197
H 1.64 3.04 -1.65 0.393
H -7.51 1.45 -14.97 0.312
H 7.60 -4.71 -7.32 0.305
H -7.47 2.13 -5.09 0.010
H -1.97 -3.06 -9.61 0.265
H 9.15 -2.69 -4.53 0.327
H -2.29 -1.36 1.38 0.278
H 5.54 -1.78 4.46 0.323
H 3.43 -1.45 -8.98 0.256
H 1.48 -2.47 -0.50 0.524
H 3.19 -2.11 6.39 0.315
H 6.36 0.74 14.70 0.333
H -4.10 2.94 -0.14 0.408
H 3.74 -0.91 -5.00 -0.055
H 3.73 -1.03 -2.78 0.294
H -8.90 -0.64 -2.95 0.330
H 8.74 -4.15 -8.55 0.328
H 9.83 -4.17 -6.34 0.313
H -10.25 0.34 -2.35 0.352
H -8.05 5.58 -9.69 0.382
H -7.11 4.38 -8.80 0.341
H -9.78 2.40 -15.37 0.303
H -0.93 1.44 3.77 0.183
H -10.16 2.09 -8.35 0.371
H 3.03 1.87 16.08 0.326
H 3.10 2.77 9.48 0.329
H 3.19 1.12 7.64 0.141
H 1.47 -0.63 -0.60 0.138
H 4.44 -2.32 -6.05 0.235
H 4.58 -3.42 -3.85 0.172
H 7.49 -3.06 -7.97 0.308
H -9.63 3.39 -13.90 0.320
H 9.72 -2.53 -6.96 0.297
H 4.80 1.83 7.89 0.320
H -0.90 -2.48 -1.72 0.469
H -2.83 1.48 -8.82 0.322
H -7.22 0.46 -4.59 0.287
H -8.55 3.66 -15.27 0.323
H -0.36 1.69 -7.61 0.125
H 1.66 1.98 -6.60 0.365
H 0.87 -5.81 16.77 0.336
H -5.04 1.51 -0.82 0.235
H -3.20 1.72 -1.31 0.215
H 3.32 -5.70 17.16 0.320
H -2.27 -0.51 3.01 0.363
H 4.82 -1.65 6.85 0.111
H 5.70 -3.83 6.04 0.304
H -9.44 0.21 -14.01 0.295
H 1.41 -0.74 -3.13 -0.237
H 4.22 -0.63 4.69 0.214
H 3.89 -2.21 3.99 0.326
H -0.69 -0.55 2.07 0.411
H -7.35 2.40 -13.50 0.297
H -9.32 2.36 -3.43 0.347
H 4.50 -4.02 7.31 0.325
H -9.62 1.10 -4.61 0.257
H -0.84 4.54 2.73 0.442
H 4.38 -0.31 -7.85 0.271
H 7.84 -3.80 -4.89 0.246
H 2.44 -4.77 18.36 0.314
H 3.56 -2.62 -1.76 0.393
H -2.22 3.33 2.62 0.319
H 3.39 0.01 14.45 0.246
H 4.44 0.20 8.47 0.231
H 4.38 -3.49 17.65 0.300
H -0.99 2.94 4.85 0.407
H -10.13 4.32 -9.33 0.357
H 0.47 -2.85 -8.41 0.190
H -1.28 -0.22 -2.47 0.427
H 2.92 -2.66 17.15 0.194
H 4.76 2.07 16.27 0.317
H 1.03 -2.59 -3.16 0.315
H 5.65 -0.80 15.21 0.315
H -7.98 0.02 -13.06 0.266
H 2.80 -3.76 -4.18 0.414
H 1.30 0.88 -5.14 0.088
H 3.11 1.23 -5.62 0.349
H 2.76 1.15 10.08 0.321
H 4.11 1.52 13.93 -0.051
H 5.46 2.61 10.28 0.355
H -3.61 -0.86 -9.85 0.319
H 1.37 -2.20 -5.33 0.071
```

Results
Net charge   +1
Lowest unoccupied orbital energy   -5.0 eV
Spin multiplicity   1
HOMO-LUMO gap   4.9129 eV
Electronic energy   -3738.46762 Eh

***

Entry 2:
Formula: C61H119N5O13
Source: OMol25
Level of theory: ωB97M-V/def2-TZVPD

Geometry as XYZ:
```
198
Properties=species:S:1:pos:R:3:mulliken_charge:R:1
O 35.25 4.49 6.01 -0.664
O 36.29 2.60 -1.30 -0.316
O 35.93 6.13 2.78 -0.648
O 35.62 -1.54 1.39 -0.329
O 34.38 -3.42 -1.45 -0.440
O 35.97 2.86 0.83 -0.038
O 40.52 1.20 0.54 -0.498
O 39.68 -2.40 7.57 -0.610
O 42.58 -4.64 2.35 -0.398
O 33.24 -2.88 -3.25 -0.685
O 40.81 -0.86 1.19 0.562
O 43.38 1.93 5.53 -0.564
O 37.68 5.62 1.68 -0.398
N 36.86 -1.21 1.82 1.771
N 41.23 -5.10 2.16 0.492
N 38.49 -2.15 6.91 0.937
N 42.24 2.18 4.80 0.423
N 35.47 3.21 5.46 0.995
C 40.84 3.12 2.86 -1.874
C 37.17 0.25 1.90 0.749
C 41.18 1.09 4.99 0.979
C 37.40 -1.72 4.76 -0.484
C 38.61 -1.24 5.70 2.097
C 42.30 2.79 3.37 1.522
C 38.58 -2.12 0.03 -0.948
C 34.41 1.49 4.11 -1.197
C 35.98 -1.81 5.46 -0.691
C 37.33 0.82 0.51 0.292
C 37.66 2.64 6.28 -1.426
C 36.18 2.25 6.33 0.228
C 35.30 -1.65 -2.68 0.177
C 36.95 -0.94 8.49 -0.669
C 37.24 -2.20 7.72 1.797
C 41.55 -0.28 4.33 -1.930
C 41.09 1.06 6.44 -2.422
C 40.40 -5.16 3.41 0.940
C 35.51 2.28 7.75 -1.650
C 38.08 3.46 2.23 1.808
C 39.35 -6.22 3.26 -1.436
C 34.58 1.22 -0.39 0.695
C 42.86 0.10 0.62 -0.547
C 38.52 4.51 1.23 -1.003
C 41.27 0.26 0.61 0.798
C 35.66 2.30 -0.22 -0.492
C 32.94 2.99 5.60 -2.090
C 37.96 -2.14 1.53 0.345
C 43.12 -1.13 1.44 -0.729
C 34.77 0.42 5.13 -1.888
C 36.67 5.28 2.44 0.311
C 34.21 2.86 4.74 2.328
C 39.82 2.03 3.12 0.831
C 39.64 -0.36 2.50 -0.587
C 38.42 0.57 2.77 0.767
C 43.07 1.88 2.39 -1.410
C 36.72 3.77 2.68 0.870
C 38.62 -6.33 1.90 -0.073
C 35.96 0.95 2.75 0.211
C 34.40 1.40 -1.92 -0.985
C 39.85 -3.77 3.60 0.448
C 38.46 0.29 6.03 -2.018
C 37.34 -3.31 8.71 -2.586
C 39.78 1.51 4.55 -0.625
C 41.81 -5.41 -0.23 -1.901
C 39.94 -1.54 5.00 -0.703
C 40.66 -5.02 0.79 1.170
C 35.66 -3.14 -0.82 0.858
C 37.53 -3.56 1.84 -1.653
C 35.76 1.86 -2.38 -0.404
C 43.06 4.17 3.21 -1.924
C 36.13 -2.67 6.78 -2.086
C 36.13 0.78 5.80 0.730
C 41.35 -5.55 4.58 -1.859
C 36.44 -2.19 -1.82 -0.015
C 41.80 -1.41 2.14 0.506
C 34.21 -2.64 -2.51 0.377
C 40.11 -3.62 0.33 -0.269
C 34.02 3.85 3.45 -1.166
C 39.11 -1.81 2.42 -0.667
C 39.57 -6.11 0.75 -1.518
H 37.12 -0.95 4.04 1.043
H 32.97 3.89 6.22 0.439
H 36.37 -3.70 6.52 0.584
H 38.15 -7.31 1.89 0.802
H 32.03 3.00 5.00 0.438
H 35.47 -2.67 0.15 -0.220
H 42.54 4.91 3.81 0.471
H 39.62 -7.21 3.64 0.417
H 40.04 -0.91 4.12 0.788
H 35.21 1.53 3.37 -0.749
H 42.95 4.58 2.20 0.342
H 42.04 -6.29 4.17 0.513
H 36.79 0.27 -0.25 -0.636
H 35.90 -0.94 8.75 0.342
H 38.84 0.83 5.16 -0.301
H 34.95 4.12 2.94 0.540
H 38.07 2.54 5.28 -0.101
H 33.53 1.29 3.49 1.253
H 38.39 4.21 0.19 0.092
H 38.72 1.58 2.51 -1.529
H 38.39 -4.23 1.77 -0.784
H 36.86 -1.57 -1.02 0.257
H 37.12 -3.51 2.84 0.442
H 39.85 -2.54 2.09 -1.186
H 43.91 -1.02 2.19 0.569
H 36.33 0.97 -2.65 0.240
H 39.14 -1.21 -0.16 0.387
H 32.80 2.23 6.37 0.306
H 38.02 2.49 1.74 0.208
H 38.19 0.51 3.84 1.485
H 36.50 3.51 3.71 0.341
H 38.91 0.66 6.95 0.075
H 41.82 0.50 7.02 0.666
H 35.83 5.08 5.52 0.347
H 42.63 -0.45 4.44 0.290
H 41.02 -3.01 0.30 0.273
H 36.98 0.50 5.19 0.700
H 35.05 0.25 -0.19 -0.460
H 35.57 -1.70 -3.74 0.464
H 33.46 3.42 2.62 0.388
H 42.84 2.12 1.35 0.291
H 36.84 -0.06 7.85 -0.345
H 35.91 3.40 2.05 -1.444
H 42.65 -4.75 -0.44 0.260
H 43.36 0.94 1.11 -0.561
H 39.14 -6.07 -0.25 0.461
H 43.01 2.09 6.40 0.438
H 41.40 -0.42 3.26 0.144
H 37.66 3.70 6.53 0.648
H 43.36 0.12 -0.34 0.560
H 37.54 -2.63 4.18 0.229
H 36.11 1.61 8.35 0.535
H 38.21 2.16 7.10 0.362
H 33.62 1.35 0.10 0.633
H 37.81 -5.63 1.74 -0.454
H 41.31 -5.52 -1.19 0.392
H 37.74 -1.95 -0.64 -0.661
H 36.80 -4.04 1.18 0.962
H 33.94 0.42 5.84 0.995
H 39.13 -3.02 -0.24 -0.587
H 41.83 -4.63 4.91 0.320
H 40.87 2.02 6.88 0.738
H 35.71 2.38 -3.34 0.469
H 39.33 2.24 5.23 0.775
H 40.89 -5.84 5.53 0.382
H 35.14 1.18 2.07 0.546
H 38.90 -3.69 3.09 1.324
H 34.55 1.78 7.60 0.307
H 40.79 -1.32 5.64 0.940
H 39.07 0.69 4.63 -0.468
H 42.74 0.85 2.36 -0.259
H 44.16 1.99 2.31 0.574
H 41.52 -2.47 2.19 -0.078
H 34.16 0.47 -2.43 0.790
H 41.13 -1.21 4.72 0.546
H 38.40 -5.97 3.73 0.230
H 37.02 1.85 0.36 -0.519
H 35.68 0.31 3.59 0.084
H 34.91 -0.71 -2.29 -1.229
H 41.05 3.44 1.84 0.519
H 39.77 -3.30 7.24 0.404
H 42.92 -5.45 2.73 0.434
H 44.14 4.13 3.35 0.421
H 35.41 3.29 8.14 0.364
H 40.12 -0.01 1.58 -0.638
H 40.36 -0.29 3.31 -0.100
H 35.21 -1.67 2.25 0.166
H 38.23 -3.13 9.31 0.467
H 35.17 -2.73 7.30 0.519
H 40.03 1.24 2.39 0.304
H 40.57 3.98 3.49 0.762
H 39.65 -3.61 4.66 0.361
H 35.21 -2.14 4.77 0.735
H 39.99 -2.59 4.68 -0.659
H 36.06 -4.16 -0.80 0.039
H 37.38 0.46 6.04 -1.428
H 37.59 -0.66 9.32 0.395
H 38.38 0.72 0.23 -0.959
H 42.22 -6.40 -0.04 0.484
H 38.98 -2.09 3.47 0.164
H 35.79 -0.76 5.71 -0.548
H 39.59 4.65 1.39 0.406
H 39.52 -3.08 1.06 -0.132
H 40.19 0.53 6.75 0.876
H 34.94 -0.60 4.81 -0.135
H 36.33 1.87 3.22 -0.413
H 38.85 2.38 2.76 -1.044
H 37.32 -4.37 8.44 0.355
H 38.76 3.40 3.08 0.116
H 39.60 -3.58 -0.63 1.020
H 36.55 -3.40 9.46 0.431
H 40.13 -7.04 0.79 0.483
H 40.61 -3.08 3.23 -1.195
H 36.19 0.07 6.63 -0.169
H 37.29 -2.54 -2.40 0.611
H 41.72 -1.05 3.16 0.379
H 43.49 -1.99 0.88 0.067
H 33.65 2.16 -2.11 0.446
H 33.55 4.80 3.69 0.326
```

Results
Lowest unoccupied orbital energy   0.2 eV
Spin multiplicity   1
HOMO-LUMO gap   7.5365 eV
Electronic energy   -3644.42986 Eh